Entry 1:
14
Properties=species:S:1:pos:R:3:forces:R:3:nbo_charge:R:1 method="wB97M-V/def2-TZVPD" e_tot_ev=-8371.37119 orbital_gap_ev=10.620 lumo_energy_ha=0.0391 de_lowest_kcal_mol=44.1 multiplicity=1 homo_ev=-9.6
C -1.710807 -0.695855 -0.400384 0.0444 0.0669 0.0848 -0.6331
C -0.521959 0.136170 -0.883233 -0.0710 -0.1230 -0.2962 -0.0733
O 0.016929 1.081749 0.058284 -0.0283 0.2680 -0.1940 -0.5268
C 1.418806 0.919926 0.303159 -0.0748 -0.0546 -0.0665 -0.1655
C 1.297332 -0.164460 1.330719 0.0909 -0.4966 0.0101 0.4166
O 1.405027 -1.338894 1.069191 0.1446 0.3363 0.3629 -0.5285
H -2.525843 -0.090828 0.009469 0.2137 0.0330 -0.0576 0.2133
H -1.424413 -1.451595 0.338648 0.0402 0.2310 -0.0603 0.2188
H -2.108917 -1.231934 -1.274827 0.1065 0.1395 0.2088 0.2152
H 0.260029 -0.562112 -1.199312 -0.0144 0.1586 0.0059 0.1836
H -0.825838 0.729986 -1.749676 0.0192 -0.0755 -0.0381 0.1789
H 1.867655 1.841058 0.701061 -0.4825 -0.1204 -0.1093 0.1989
H 1.976201 0.612018 -0.589876 -0.1695 -0.0433 0.1362 0.1881
H 0.875800 0.214768 2.286780 0.1809 -0.3200 0.0132 0.1139

Entry 2:
14
Properties=species:S:1:pos:R:3:forces:R:3:nbo_charge:R:1 method="wB97M-V/def2-TZVPD" e_tot_ev=-8370.64988 orbital_gap_ev=9.046 lumo_energy_ha=0.0180 de_lowest_kcal_mol=60.7 multiplicity=1 homo_ev=-8.6
C 0.611764 0.306025 1.708575 -1.7236 3.0380 0.0203 -0.3597
C -0.324960 0.917091 0.900928 1.8360 -1.9442 0.8199 -0.2630
C -0.410804 0.686995 -0.530215 -2.0589 1.1156 -1.6036 0.2836
C -1.425594 1.327322 -1.245899 1.8847 -0.3034 2.6611 -0.5187
O 0.575411 -0.095850 -1.129718 -1.6107 0.7045 -0.5048 -0.6910
H 1.228353 -0.528338 1.441959 0.4500 0.0599 -0.3297 0.2212
H 0.800411 0.885250 2.652182 -0.3999 -1.4479 -0.4833 0.2058
H -1.138616 1.532210 1.281277 0.6868 0.3786 0.1348 0.2190
H -1.577767 1.153848 -2.287778 -0.0916 0.1536 -0.5563 0.1979
H -1.977875 2.135015 -0.684371 0.3705 -1.3054 -0.9294 0.2186
H 0.368810 0.025598 -2.087860 0.6381 -0.4983 0.8892 0.4902
O 1.384701 -2.751513 0.108996 1.5931 2.4479 0.4061 -0.9817
H 1.027201 -3.605932 0.070553 -1.4414 -1.1850 -0.4061 0.4778
H 0.858966 -1.987721 -0.198629 -0.1331 -1.2139 -0.1181 0.4999